Density functional theory data (ωB97M-V/def2-TZVPD) for a structure of composition C28H72AsCsNO10P2SSi3 at a distorted geometry.

- total energy (Ha) = -6122.2967

```
! RIJCOSX wB97M-V def2-TZVPD def2/J DEFGRID3
* xyz -1 1
Cs 0.00000 0.00000 0.00000
C -2.85223 0.21843 -1.43694
O -2.08541 1.39742 -1.24736
C -2.58040 2.18325 -0.16835
C -1.62788 3.35322 -0.02471
O -0.31193 2.80858 -0.00804
C 0.44640 3.12056 1.16906
C -0.00975 2.37931 2.44037
O 0.56578 1.06607 2.51646
C 0.06985 0.33506 3.62846
H -3.88931 0.47174 -1.67755
H -2.81657 -0.41146 -0.54285
H -2.42592 -0.34017 -2.27442
H -2.58066 1.57738 0.74378
H -3.59711 2.53159 -0.37826
H -1.85997 3.95288 0.86219
H -1.69175 3.99881 -0.90659
H 0.40051 4.20434 1.32842
H 1.48670 2.85982 0.94900
H -1.10008 2.29942 2.47958
H 0.33802 2.94037 3.31525
H 0.28789 0.86068 4.56291
H 0.56654 -0.63869 3.65011
H -1.00796 0.17419 3.52879
C 6.38545 3.55512 -0.61578
C 4.87271 3.41374 -0.52980
C 4.17544 4.73215 -0.82489
O 4.47020 2.46547 -1.50811
P 3.55078 1.21956 -1.05348
O 2.41281 1.60387 -0.15854
C 4.67169 0.09817 -0.22919
P 3.68833 -1.09070 0.66996
O 2.48748 -1.49324 -0.12484
O 4.71501 -2.29108 1.01010
C 4.17116 -3.59064 1.22352
C 4.15463 -4.34739 -0.09789
C 5.04990 -4.31041 2.23854
O 3.33817 -0.42812 2.09226
C 4.14898 -0.52754 3.24943
C 3.30193 -0.04254 4.42133
C 5.41419 0.30743 3.13346
O 3.07047 0.58572 -2.44673
C 3.85016 0.03344 -3.48893
C 5.19727 0.70064 -3.72340
C 3.96800 -1.47561 -3.31205
H 6.76016 4.28274 0.11013
H 6.69539 3.86697 -1.61951
H 6.86980 2.59118 -0.42537
H 4.60004 3.07065 0.47432
H 4.40785 5.08235 -1.83672
H 4.46918 5.50617 -0.10949
H 3.08839 4.60740 -0.77795
H 5.31110 0.65626 0.45439
H 5.33506 -0.40014 -0.93519
H 3.15511 -3.50779 1.62599
H 5.16079 -4.40550 -0.52801
H 3.53023 -3.83499 -0.83580
H 3.76957 -5.36346 0.03250
H 6.08777 -4.36501 1.89180
H 4.68856 -5.32581 2.42804
H 5.06688 -3.76887 3.18942
H 4.40649 -1.57388 3.42818
H 2.98650 0.99666 4.27394
H 3.84868 -0.11251 5.36667
H 2.38695 -0.63944 4.50371
H 5.18505 1.33104 2.81803
H 6.09060 -0.12074 2.38778
H 5.95492 0.34523 4.08439
H 3.26050 0.19507 -4.39952
H 5.86327 0.60089 -2.86301
H 5.06724 1.77050 -3.91527
H 5.70215 0.26230 -4.59055
H 4.56945 -1.74179 -2.44024
H 4.42505 -1.93978 -4.19164
H 2.97875 -1.92099 -3.15978
O -1.08428 -2.21137 4.92149
S -1.17935 -2.56220 3.47656
N -0.69263 -1.46075 2.56977
C -4.44469 -5.03550 -1.72716
Si -2.96917 -4.08225 -1.06866
C -2.85060 -4.47822 0.75035
C -1.46063 -4.79873 -1.89940
As -2.89911 -1.73123 -1.31639
Si -3.18588 -1.45504 -3.63936
C -1.51960 -1.74120 -4.43858
C -4.42380 -2.57438 -4.46174
C -3.63472 0.30588 -4.06557
Si -4.92845 -1.05190 -0.32759
C -6.41872 -2.11017 -0.68002
C -5.35410 0.70652 -0.78719
C -4.65842 -1.02159 1.52116
H -4.28352 -6.11178 -1.51352
H -4.55500 -4.92424 -2.81492
H -5.38102 -4.73500 -1.23654
H -2.77239 -5.57689 0.88112
H -3.76141 -4.12152 1.26741
H -1.95358 -3.98862 1.18120
H -1.41720 -5.88936 -1.70162
H -0.54797 -4.31239 -1.49875
H -1.52738 -4.63669 -2.99194
H -1.17960 -2.77794 -4.26253
H -0.78072 -1.03520 -4.00590
H -1.59880 -1.56434 -5.53080
H -4.05716 -3.61399 -4.41843
H -4.50387 -2.29356 -5.53151
H -5.41510 -2.47453 -3.97692
H -2.91229 1.00448 -3.59648
H -4.65995 0.53057 -3.73283
H -3.60217 0.42776 -5.16775
H -6.57854 -2.19866 -1.77290
H -7.30821 -1.64134 -0.21120
H -6.27954 -3.09915 -0.21205
H -5.64336 0.76642 -1.84739
H -4.48858 1.36987 -0.58358
H -6.22187 1.03732 -0.17681
H -4.42564 -2.03518 1.89487
H -5.57532 -0.65058 2.02258
H -3.81318 -0.34254 1.75536
H 0.26018 -2.49172 -1.40152
*
```